# 1
Entry from OMol25: a 2-piece molecular cluster, C5H9BrF3N2 overall in a non-equilibrium geometry (ωB97M-V/def2-TZVPD).

## Properties
Highest occupied orbital energy (spin up / spin down): -11.403 / -14.304 eV
F_max: 0.072 hartree/bohr
2S+1: 3
Kohn-Sham gap (spin up / spin down): 7.979 / 8.986 eV
Net charge: +1

Positions of all 20 atoms, in Å:
Br 0.373 -0.089 -2.307
F 2.344 -1.968 -0.653
F 2.342 -1.768 1.540
F 0.607 -2.448 0.529
N 0.008 0.229 0.981
N -0.326 2.261 -0.029
C 1.191 -0.131 0.285
C 0.095 -1.669 -3.166
C 1.616 -1.607 0.405
C -0.618 1.352 0.847
C -1.882 1.304 1.693
H -1.962 0.139 1.847
H 0.839 -2.064 -3.746
H -0.912 -2.106 -2.937
H -1.078 2.978 -0.372
H -2.704 1.595 1.061
H -0.426 -0.369 1.786
H -1.969 1.768 2.696
H 1.951 0.565 0.132
H 0.511 2.028 -0.591

# 2
Entry from OMol25: a 11-piece molecular cluster, C42H109N7O11 overall in a non-equilibrium geometry (ωB97M-V/def2-TZVPD).

## Properties
Highest occupied orbital energy: -8.318 eV
F_max: 0.070 hartree/bohr
SMILES: CC1(C)CCCC(C)(C)N1O.CC1(C)CCCC(C)(C)N1O.COC[C@H](C)N.COC[C@H](C)N.COC[C@H](C)N.COC[C@H](C)N.COC[C@H](C)N.CO.CO.CO.CO
Kohn-Sham gap: 8.786 eV

Positions of all 169 atoms, in Å:
O -2.837 0.770 -5.233
O -4.094 -4.180 0.851
O 1.101 0.051 -0.796
O 4.241 0.858 -3.612
O -2.832 6.380 1.087
O -3.544 -0.516 -1.328
O 3.655 3.884 3.688
O -2.282 -2.469 -2.827
O -2.283 5.823 -2.584
O 4.983 -3.809 0.643
O -0.756 -4.048 3.988
N -2.429 5.070 0.863
N 3.758 -0.929 -5.771
N -2.926 -6.515 2.359
N -4.921 3.637 -4.212
N 3.163 2.614 3.382
N 2.836 -5.860 -1.501
N -1.357 -2.644 -0.062
C -2.117 -3.653 -3.662
C 1.937 -1.937 -4.520
C -1.838 2.294 1.176
C -0.077 -1.890 0.127
C -4.616 -4.639 -0.418
C 3.696 -5.465 -0.396
C 3.519 -0.283 -3.326
C 4.462 -4.142 -0.595
C -3.384 2.080 -5.132
C 5.565 1.910 2.565
C -0.035 -0.774 -0.887
C -0.978 -2.947 4.858
C 0.933 1.170 -1.725
C -3.577 4.116 0.784
C 1.078 -2.833 0.011
C -4.481 2.251 -4.107
C -1.707 -5.927 2.984
C -0.591 -5.933 2.062
C -3.059 2.706 0.387
C 6.033 -2.874 0.506
C 3.458 -0.368 3.134
C 3.689 3.014 1.127
C -4.351 -0.759 -0.202
C -3.192 6.958 -2.858
C 3.544 0.590 1.914
C 2.742 1.689 4.532
C 5.087 1.261 -2.508
C -5.665 1.335 -4.234
C -4.386 4.059 2.100
C 3.680 1.522 5.712
C 1.419 2.347 5.031
C -1.215 4.707 1.531
C -1.689 0.506 -4.458
C -4.615 4.606 -0.231
C 2.786 -0.681 -4.639
C -0.149 5.755 1.182
C -1.953 -4.457 3.389
C 4.674 -6.661 -0.184
C 3.952 2.013 2.246
C -0.770 3.295 1.028
C 2.445 0.249 4.009
C -1.329 4.813 3.056
H 3.073 -5.339 0.460
H 5.705 2.557 3.433
H -5.089 5.486 0.125
H -0.217 6.024 0.151
H -2.155 2.169 2.223
H 1.202 -1.885 -3.728
H -2.174 -2.274 0.413
H -2.132 4.182 3.546
H -4.340 4.954 2.646
H 3.742 -3.359 -0.918
H 2.153 -0.264 4.942
H -1.847 5.906 -1.731
H -0.039 -2.847 5.379
H 1.005 1.850 5.927
H 2.096 0.135 -4.880
H -2.640 2.808 -4.775
H 0.864 -3.531 0.817
H 5.984 0.675 -2.667
H 5.211 -4.178 -1.371
H -3.326 6.438 1.922
H -5.393 3.812 -0.314
H -5.824 3.715 -3.728
H 0.862 0.780 -2.774
H -0.773 -5.695 1.025
H -3.918 6.458 -3.499
H 4.179 3.922 1.401
H -1.233 -3.578 0.323
H -3.745 2.351 -6.134
H 5.866 0.886 2.815
H -1.290 -0.456 -4.770
H -4.163 -4.102 -1.229
H -1.813 -2.966 5.531
H -1.425 1.343 0.828
H 3.027 1.336 6.580
H -4.064 3.212 2.755
H -4.747 0.170 0.116
H -0.321 4.524 3.448
H -2.497 -4.531 -3.126
H -2.723 -4.433 4.173
H -5.082 -1.578 -0.443
H 1.585 3.368 5.232
H -0.556 3.426 -0.038
H -4.210 4.263 -3.816
H 2.826 -0.108 -2.462
H -2.696 -3.436 -4.564
H 4.302 0.613 5.610
H -0.101 -6.937 2.085
H -5.485 3.915 1.895
H -1.019 1.379 -4.593
H 4.213 -7.648 -0.215
H 0.614 2.296 4.296
H 4.441 -0.210 -5.751
H 2.604 3.169 1.092
H 1.821 1.860 -1.668
H -2.625 -7.363 1.885
H -1.084 -3.714 -4.002
H 5.283 -6.685 0.742
H 6.197 2.308 1.780
H 4.642 1.075 -1.565
H -1.453 -6.401 3.897
H 3.043 -1.336 2.735
H 2.585 -2.823 -4.489
H 4.338 3.718 4.328
H -2.579 7.616 -3.449
H 4.100 2.677 0.189
H -1.840 0.473 -3.366
H -3.722 -1.113 0.628
H 0.004 1.699 -1.592
H -3.475 -1.230 -1.979
H -3.708 7.513 -2.047
H 4.201 -1.139 -2.965
H -3.555 -6.886 3.049
H 0.978 -3.477 -0.864
H 0.175 -5.339 2.434
H 5.738 -1.973 -0.042
H 3.307 -6.166 -2.360
H 1.951 -2.298 0.170
H 4.329 0.295 1.170
H -3.809 1.917 0.456
H -2.207 -3.762 2.616
H -0.143 -1.268 -1.899
H 0.145 3.067 1.590
H -5.698 -4.541 -0.472
H -4.206 4.775 -1.219
H -5.416 0.338 -4.048
H -3.987 2.068 -3.134
H 2.201 -5.124 -1.720
H -1.175 -2.112 4.184
H -0.021 -1.388 1.130
H 4.295 -1.772 -5.542
H 0.868 5.557 1.496
H 4.433 -0.559 3.606
H -6.080 1.334 -5.271
H -0.914 -0.149 -0.811
H -1.577 5.829 3.372
H -6.439 1.612 -3.512
H -4.482 -5.734 -0.601
H -0.370 6.682 1.784
H -2.869 2.782 -0.717
H 5.243 2.252 -2.770
H 2.562 0.589 1.422
H 6.914 -3.278 -0.033
H 5.312 -6.633 -1.082
H -1.966 -2.690 -1.961
H 1.411 -2.054 -5.514
H 1.604 0.358 3.353
H -3.839 -5.027 1.290
H 4.371 2.371 5.911
H 6.276 -2.638 1.512

Which of these has the lowest F_max?
C42H109N7O11